No. 1
Formula: C2H7N3
Source: the OMol25 dataset
Level of theory: ωB97M-V/def2-TZVPD

Structure (XYZ):
```
12
Properties=species:S:1:pos:R:3:forces:R:3
H -2.0271 1.2569 -0.1331 -0.196 -0.020 0.034
N -2.2890 1.9544 0.5698 0.013 -0.088 0.006
C -1.2516 2.2682 1.2120 0.110 -0.413 0.035
N 0.0535 1.7203 1.0601 0.725 0.315 -0.089
H -1.3067 3.0155 2.0036 -0.111 0.092 -0.145
H 0.5527 2.1924 0.3132 0.105 0.112 0.235
H 0.1603 0.7270 0.8995 -0.631 -0.043 -0.118
C 1.6039 -2.6720 -1.3047 0.145 0.067 0.641
N 0.5593 -2.0236 -1.0381 -0.513 0.548 -0.855
H 2.4610 -2.1157 -1.6804 0.140 -0.094 0.144
H 1.7404 -3.7274 -1.0684 -0.063 -0.214 -0.460
H -0.2567 -2.5960 -0.8335 0.277 -0.263 0.573
```
Positions in Å, forces in eV/Å.

## Properties
Max |F|   1.14 eV/A

***

No. 2
Formula: C4H6N2OS
Source: the OMol25 dataset
Level of theory: ωB97M-V/def2-TZVPD

Structure (XYZ):
```
14
Properties=species:S:1:pos:R:3:forces:R:3
O 1.0207 1.4765 -1.7981 0.186 -0.525 0.609
N 0.1473 0.5671 -1.1641 -0.413 -0.750 -0.359
C -0.7818 1.2006 -0.3777 -0.245 -0.740 0.590
N -1.4282 0.7684 0.6376 0.572 -0.066 -0.390
S -1.1011 -0.7332 1.3217 -0.274 -0.270 0.119
C 0.3271 -1.3745 0.4633 0.257 -0.558 -0.868
C 1.6122 -0.6058 0.4549 1.617 0.161 1.349
C 0.8080 -0.6481 -0.7779 -0.005 -0.077 -1.220
H 1.7443 1.4796 -1.1515 0.346 0.564 -0.326
H -0.9955 2.1658 -0.7552 -0.315 0.973 -0.222
H 0.4034 -2.4966 0.4044 -0.269 1.379 0.222
H 1.6763 0.3539 1.0009 -0.276 -0.638 -0.209
H 2.5485 -1.1785 0.4971 -0.406 0.258 -0.063
H 1.2482 -1.1871 -1.6483 -0.775 0.289 0.768
```
Positions in Å, forces in eV/Å.

## Properties
Max |F|   2.11 eV/A

***

No. 3
Formula: C5H4O2
Source: the OMol25 dataset
Level of theory: ωB97M-V/def2-TZVPD

Structure (XYZ):
```
11
Properties=species:S:1:pos:R:3:forces:R:3
C -1.1853 -0.0849 -0.3768 -7.994 0.377 0.183
C -0.0789 -0.9965 0.3369 -0.319 -0.189 -0.853
C -0.2731 1.0209 0.3287 -1.529 -0.481 1.187
C 0.9789 0.7596 -0.4280 1.869 -1.961 0.488
C 1.1574 -0.6463 -0.3876 -2.145 4.978 0.535
H -0.1871 -1.9518 0.7227 -0.635 -1.947 0.274
H -0.8283 1.8030 0.9317 1.359 0.319 -1.964
H 1.5913 1.5123 -0.8950 -0.030 -0.019 -0.206
H 1.6354 -1.3022 -1.0436 1.225 -0.645 -0.592
O -2.4582 -0.0791 -0.5063 6.562 -0.477 -0.120
O -0.3521 -0.0352 1.3173 1.636 0.045 1.068
```
Positions in Å, forces in eV/Å.

## Properties
Max |F|   8.00 eV/A

***

No. 4
Formula: C2H8O4P
Source: the OMol25 dataset
Level of theory: ωB97M-V/def2-TZVPD

Structure (XYZ):
```
15
Properties=species:S:1:pos:R:3:forces:R:3
C 0.0249 2.2400 -0.2441 0.325 -3.146 3.347
C 0.0561 1.1997 -1.3550 1.623 2.242 -1.291
O 1.4661 -2.0010 1.2531 -0.392 0.462 -1.053
O -0.9782 -1.3022 1.7547 0.786 1.069 -2.425
O -0.4380 -3.2306 0.1525 0.847 -0.440 -0.377
O -0.5364 0.0268 -1.2124 0.225 -1.209 0.533
P 0.0211 -1.8342 0.5566 0.169 1.923 2.388
H 1.0812 2.2649 0.1438 -1.204 0.431 0.075
H -0.2926 3.1537 -0.5756 -0.416 2.452 -0.948
H -0.7311 1.9828 0.6267 1.541 0.238 -1.625
H 1.1625 1.2949 -1.8220 -2.273 -1.012 0.482
H -0.5826 1.6977 -2.1671 0.313 -0.772 0.081
H 2.2646 -1.4376 1.0434 -1.340 -0.674 0.063
H -1.2600 -0.3525 1.5335 0.350 -1.651 0.553
H -1.2577 -3.7022 0.3118 -0.554 0.085 0.199
```
Positions in Å, forces in eV/Å.

## Properties
Max |F|   4.60 eV/A
Total charge   +1

***

No. 5
Formula: C21H28N3O2Sm
Source: the OMol25 dataset
Level of theory: ωB97M-V/def2-TZVPD

Structure (XYZ):
```
55
Properties=species:S:1:pos:R:3:forces:R:3
O -0.9177 2.3252 -1.1616 1.661 0.122 0.057
C 0.1513 2.9126 -2.0040 -0.802 0.665 0.766
C -0.3788 4.3279 -1.6783 -0.491 -1.187 -0.534
H -0.0897 2.6686 -3.0311 0.297 -0.193 -0.396
H 1.2097 2.6917 -1.7784 -0.759 -0.256 0.213
C -1.6931 3.5642 -1.2772 -0.064 -0.451 0.221
H -0.3436 5.0233 -2.5148 -0.260 0.219 0.201
H 0.0689 4.7136 -0.7698 0.148 0.232 -0.042
C -2.7205 3.1852 -2.3470 -0.367 0.116 0.192
H -2.1806 2.8220 -3.2223 -0.217 0.246 -0.196
H -3.4333 3.9846 -2.6041 0.354 -0.203 -0.034
H -3.2989 2.3083 -1.9758 0.346 0.655 -0.045
C -2.3491 3.9832 0.0406 -0.221 0.074 -0.057
H -1.6307 4.5076 0.7063 -0.466 -0.438 -0.324
H -2.7892 3.1041 0.5694 0.400 0.576 -0.426
H -3.1805 4.6772 -0.2064 0.458 -0.285 0.308
Sm 0.6509 -0.9729 0.7932 -1.788 3.244 2.609
C 1.3532 0.8163 2.6338 0.732 0.054 -0.169
C 2.5360 0.0598 2.3674 0.013 0.411 -0.188
C 3.0782 0.5029 1.1121 -0.399 -0.003 0.472
H 2.9707 -0.6891 3.0314 -0.166 0.252 -0.358
C 2.2632 1.5775 0.6415 -0.332 -0.584 0.221
C 1.1832 1.7320 1.5603 0.439 -0.333 -0.032
H 0.3885 2.4573 1.4832 -0.048 -0.011 -0.081
H 0.6988 0.7093 3.5044 0.438 0.155 -0.453
H 3.9968 0.1411 0.6420 -0.338 0.168 0.267
H 2.4915 2.2410 -0.2052 -0.237 -0.604 0.435
C -1.3443 -0.9183 2.7344 -0.133 -0.267 -0.809
C -2.0020 0.1776 2.0875 -0.008 -0.668 -0.164
C -2.6615 -0.2892 0.9155 0.739 -0.272 0.320
H -2.0415 1.1997 2.4540 0.010 -0.217 0.013
C -2.3177 -1.6709 0.7658 0.188 0.091 0.445
C -1.5502 -2.0832 1.9060 -0.248 0.487 -0.070
H -1.2634 -3.1213 2.1307 -0.140 0.708 -0.105
H -0.8256 -0.8755 3.7030 -0.375 -0.145 -0.600
H -3.4076 0.2870 0.3387 0.877 -0.407 0.121
H -2.6378 -2.3411 -0.0356 -0.042 0.249 0.331
O 0.6428 -1.9455 -1.1317 0.401 -1.574 -3.702
C 0.1791 -1.6989 -2.5482 0.109 -0.533 0.574
C 0.9002 -2.7236 -3.4259 0.024 0.278 -0.382
H 0.4045 -0.6693 -2.8593 -0.034 -0.250 0.559
H -0.9031 -1.8712 -2.5673 0.258 0.209 0.264
C 1.6503 -3.6915 -2.5130 0.175 -0.101 0.290
H 1.5760 -2.2542 -4.1364 0.122 0.248 0.154
H 0.1758 -3.2438 -4.0512 -0.047 -0.103 0.153
C 1.5276 -3.1823 -1.0812 -0.208 1.141 -0.455
H 2.7118 -3.7824 -2.7545 -0.201 0.052 -0.198
H 1.2060 -4.6739 -2.6090 0.022 -0.237 0.172
H 2.4795 -2.8199 -0.6618 -0.309 -0.357 -0.128
H 1.0541 -3.8835 -0.4106 -0.062 -0.043 0.185
N 1.4434 -2.7615 1.8635 0.379 -0.864 1.233
C 1.6019 -3.4237 2.8383 0.241 -0.034 -1.306
N 1.8784 -4.3279 3.6545 0.012 -0.155 -0.056
C 1.7743 -4.3487 4.9597 -0.173 0.028 2.171
N 1.7138 -4.4374 6.1247 0.089 0.096 -1.639
```
Positions in Å, forces in eV/Å.

## Properties
Max |F|   4.53 eV/A
<S²>   8.77
Spin multiplicity   6

***

No. 6
Formula: C2H3F3N2
Source: the OMol25 dataset
Level of theory: ωB97M-V/def2-TZVPD

Structure (XYZ):
```
10
Properties=species:S:1:pos:R:3:forces:R:3
C 0.9680 0.2494 0.3654 7.045 4.826 -1.317
C -1.2349 -0.6442 0.5031 -0.077 0.128 1.406
N 1.1123 0.8084 -0.9564 -1.083 -1.274 1.603
N 0.0690 -0.4679 1.0338 -4.184 -3.622 0.226
F -1.9032 0.5015 0.3837 -0.462 0.944 0.156
F -1.2234 -1.1375 -0.7575 0.192 -0.719 0.337
F -1.9842 -1.4320 1.3437 0.988 0.501 -1.323
H 2.0374 0.9826 -1.4023 -1.302 -0.583 0.633
H 1.8691 0.5376 0.9713 -1.212 -0.341 -0.468
H 0.2898 0.6020 -1.4848 0.095 0.140 -1.252
```
Positions in Å, forces in eV/Å.

## Properties
Max |F|   8.64 eV/A
<S²>   2.01
Spin multiplicity   3

***

Record-wise energy relative to the best compared isomer or geometry (same formula, charge and spin) values, in kcal/mol: 40.7, 102.6, 92.3, 108.2, 48.5, 7.8
Record-wise total energy values, in a.u.: -244.61048, -738.84114, -343.24527, -722.96740, -1789.60196, -486.95727